Computed, not measured: a cluster of 2 separate species, C18H28NO2S in total in a non-equilibrium geometry, with ωB97M-V with the def2-TZVPD basis set.

CARTESIAN COORDINATES (ANGSTROEM)
O -1.75 -2.17 1.61
C -1.94 3.15 -1.80
H -3.79 3.20 -0.69
H -4.82 -2.96 2.65
C -2.91 1.25 -0.40
O -0.46 -1.28 3.26
H 2.83 -0.55 -2.02
C 3.27 -2.44 0.63
H -2.33 -0.16 -1.91
C -3.20 2.47 -1.27
C 0.53 0.55 -1.22
H -1.37 1.74 -3.31
H -3.01 -1.22 2.99
C -4.03 -2.80 1.90
H 4.26 -2.30 1.08
C 0.54 -2.07 1.24
H 5.06 0.55 -2.14
C 4.17 1.13 -1.89
H -2.50 -2.88 3.42
C 1.78 1.24 -1.41
H -0.01 2.68 -2.65
C -0.55 -1.80 2.15
H -3.82 -3.76 1.42
C 2.93 0.51 -1.79
H -4.41 -2.10 1.14
C 1.92 2.64 -1.20
H 0.35 -2.55 0.29
C 3.15 3.27 -1.38
C -2.81 -2.23 2.59
S 2.08 -1.67 1.77
H -3.81 2.14 -2.12
C -1.88 0.32 -1.03
H 5.26 3.00 -1.75
H 3.22 -1.93 -0.33
C -0.94 2.16 -2.39
C 4.29 2.51 -1.68
N -0.67 1.05 -1.46
H -1.58 -0.47 -0.32
H 0.56 -0.50 -0.88
H 1.06 3.23 -0.85
C 2.26 -2.76 3.23
H 3.05 -3.51 0.53
H 2.07 -3.79 2.91
H 3.28 -2.65 3.61
H 3.23 4.35 -1.26
H -2.20 3.88 -2.57
H 1.51 -2.43 3.96
H -1.46 3.72 -0.99
H -2.55 1.57 0.59
H -3.82 0.67 -0.23

As for the largest force on an atom: 1.919 eV Å⁻¹. The value obtained for the energy above the lowest of the compared OMol25 structures with the same formula, charge and spin is 65.9 kcal/mol. As for the energy: -1305.8186 Eh. The charge is +1. As for the HOMO energy: -10.15 eV. As for the spin multiplicity: 1.

***

Computed, not measured: a cluster of 3 separate species, C23H44FN3O5 in total in a non-equilibrium geometry, with ωB97M-V with the def2-TZVPD basis set.

CARTESIAN COORDINATES (ANGSTROEM)
C -0.98 0.87 1.79
C -11.00 -0.40 -0.52
O 0.22 -0.69 0.30
H -8.38 -0.78 -1.33
O 4.62 0.09 -0.49
C 2.43 1.28 -0.90
H -1.46 -1.25 2.39
C -2.20 -0.14 -0.40
H -9.66 -2.35 1.14
H 3.11 1.85 -1.63
C -8.44 -0.23 -0.39
C -0.99 -0.32 2.86
H -8.76 -2.74 -0.36
C -2.46 -0.22 -1.94
H -9.75 0.37 1.78
H 0.46 -1.71 3.22
H -1.61 0.07 -2.64
H -9.81 1.30 -0.98
C 3.17 -0.11 -0.60
H 9.98 -1.13 -0.15
O -0.80 -2.82 0.45
C 7.74 1.19 -0.65
H 1.00 1.88 -2.50
H -3.39 -0.53 1.65
H -7.65 0.53 -0.43
C 5.27 -1.12 -0.04
H 6.18 -1.38 -0.70
H 10.81 2.24 -1.36
H -3.94 -0.81 -3.72
H 9.59 1.10 1.88
C 0.99 1.13 -1.62
H 8.04 1.29 -1.69
H -11.90 0.21 -0.64
H -8.04 -3.04 1.24
H 0.81 0.10 -2.10
C -4.75 -1.08 -0.13
H -1.03 2.10 -1.25
H 10.65 -0.08 2.10
H 0.19 2.43 0.07
H -10.85 -0.97 -1.43
H 7.92 2.12 -0.11
H -1.69 -0.01 3.73
H 11.70 2.77 0.07
H 11.77 0.39 0.08
H 2.86 -0.58 0.41
C -4.94 -1.18 -1.66
O 8.40 0.11 0.00
O -8.10 -1.07 0.71
H -5.59 -1.41 0.57
H 9.94 2.83 0.06
H -0.03 1.49 1.99
H 4.59 -2.04 0.01
H 3.01 -0.84 -1.47
H -1.87 1.58 1.91
H 5.70 -0.99 1.03
N 10.57 0.86 1.73
C -9.79 0.50 -0.24
F -0.04 -2.19 -1.60
H 6.67 0.99 -0.61
C 9.75 -0.09 -0.42
N -9.94 1.10 1.09
N 0.36 -0.69 3.40
H 9.82 -0.03 -1.51
H 1.12 -0.15 2.97
C -3.78 -0.73 -2.59
C -8.68 -2.36 0.67
C -0.23 -1.93 -0.20
H -11.20 -1.10 0.30
C -0.81 0.35 0.25
H 2.38 1.88 0.06
C 10.78 0.82 0.27
C -3.42 -0.57 0.51
H -5.93 -1.59 -2.04
H -9.18 1.76 1.24
C 10.80 2.24 -0.27
C -0.20 1.59 -0.62

As for the largest force on an atom: 5.481 eV Å⁻¹. Its SMILES is COCCCC[C@](CCN)(OC(=O)F)c1ccccc1.COC[C@@H](C)N.COC[C@@H](C)N. As for the energy: -1542.8083 Eh. As for the HOMO energy: -9.06 eV. As for the spin multiplicity: 1.

***

Computed, not measured: a cluster of 2 separate species, C3H9BO2S in total in a non-equilibrium geometry, with ωB97M-V with the def2-TZVPD basis set.

CARTESIAN COORDINATES (ANGSTROEM)
B 1.33 1.53 -0.19
C -0.53 0.06 -1.66
H -0.59 -0.11 -2.70
H 1.89 0.66 -2.12
O 1.61 2.78 -0.78
H -0.92 -0.44 1.25
S -1.29 -1.35 -0.99
H 1.68 -0.72 -0.67
C 1.52 0.28 -1.06
H -0.87 1.04 -1.32
H 0.83 2.28 1.67
H 1.69 3.56 -0.20
O 1.22 1.41 1.21
H -2.59 -0.29 0.69
H -1.85 -1.73 1.28
C -1.71 -0.82 0.66

As for the largest force on an atom: 4.883 eV Å⁻¹. The value obtained for the energy above the lowest of the compared OMol25 structures with the same formula, charge and spin is 45.2 kcal/mol. As for the energy: -693.2275 Eh. As for the HOMO energy: -7.97 eV. As for the spin multiplicity: 1.

***

Computed, not measured: a cluster of 3 separate species, C42H72BrClFIN4O7 in total in a non-equilibrium geometry, with ωB97M-V with the def2-TZVPD basis set.

CARTESIAN COORDINATES (ANGSTROEM)
H -4.85 -2.01 -8.38
H 6.06 -0.78 -2.80
H -4.91 0.33 6.13
O -1.36 2.14 1.62
C -5.12 -0.96 -8.29
H -4.82 -2.02 0.32
H 0.48 2.76 0.31
C -0.25 -1.76 6.66
H 9.58 -4.08 -1.47
C -2.61 2.98 -0.53
H -0.94 -1.61 7.50
H 8.58 -3.49 -2.74
H -2.21 0.42 -0.11
H 1.22 -2.35 2.37
C -4.37 0.01 -0.40
H -2.90 2.37 4.01
C -3.29 3.60 -1.59
N 8.14 -2.69 -0.88
C 9.12 -3.16 -1.85
H -0.44 -2.70 6.11
C 3.66 -3.72 -0.06
H -5.13 0.74 -0.12
C 0.80 3.09 1.32
H -0.04 -0.59 2.70
C -2.35 -1.18 -6.70
O -0.17 5.41 4.00
H -3.66 1.38 -3.93
N -2.10 -0.24 2.66
H -2.62 0.00 -4.23
Cl -4.37 -2.20 -1.98
C 0.32 -2.97 2.51
C 8.60 -2.63 0.50
H -2.38 -0.22 5.77
H -4.40 2.62 3.23
H -0.82 -2.46 0.70
C 9.61 -1.54 0.87
H 0.39 4.67 -0.70
H -4.67 -0.86 2.08
C -4.87 0.30 5.06
H 10.61 -1.77 0.52
C -0.12 3.01 3.65
H 9.32 -0.56 0.48
H 3.14 -2.85 -0.50
N -5.42 3.77 -0.40
H 9.84 -1.18 -2.46
H 2.53 4.36 1.40
H -4.31 1.53 -6.25
H -4.20 0.97 -8.50
C 6.66 -1.67 -2.61
C 7.37 -1.53 -1.27
H -2.82 -1.13 0.41
C -3.06 -0.05 0.41
H -5.75 -0.84 -7.42
C -1.71 -0.55 4.96
O -3.08 4.73 4.43
H -5.08 4.47 -2.29
C -4.73 3.16 0.57
H -2.01 -1.53 4.57
O 1.43 -4.33 0.71
H -1.86 -2.70 2.15
H -5.72 -0.71 -9.17
C 1.47 4.49 1.16
C -3.87 0.59 -5.91
H -4.71 -0.05 -5.61
H -3.58 -2.96 -6.96
C -3.10 -2.40 -6.16
C -3.41 2.77 0.61
H -0.85 2.50 4.29
C -3.19 4.35 3.31
C 1.42 4.84 -0.35
H 10.66 -2.53 -3.22
C -4.49 0.18 2.40
H -3.85 -2.13 -5.42
H 5.99 -2.53 -2.61
H 2.99 -3.67 2.00
H -2.22 1.58 -4.92
C -0.89 -0.76 2.02
C 0.63 -4.33 1.84
H -3.21 -0.33 -9.07
N -3.12 0.01 -7.01
C -3.04 0.90 -4.68
C -4.61 3.96 -1.44
H 9.03 -3.60 0.77
H 3.79 -4.47 -0.85
C 0.22 4.35 4.30
C 10.22 -2.19 -2.28
H 3.22 -5.28 1.32
C -5.09 -1.37 -0.52
H 0.80 -1.81 6.98
H 7.36 -1.77 -3.44
H -0.86 4.19 2.01
F 1.87 6.12 -0.59
H 11.02 -2.13 -1.55
O 0.18 -5.34 2.29
H -2.77 3.79 -2.53
O -1.73 0.36 3.87
H -1.58 -0.91 -5.98
H -0.57 -0.22 1.11
O -0.14 0.64 6.26
H 1.02 5.27 1.78
H 1.48 2.30 1.69
H -1.57 2.69 -0.64
H 6.59 -1.35 -0.52
I -3.23 5.96 1.88
C -0.32 -0.62 5.61
C -0.54 3.14 2.14
H 7.73 -2.52 1.14
C -3.32 2.83 3.11
C -3.05 0.53 1.88
Br 1.46 4.19 5.86
H -2.40 -3.08 -5.67
H 7.99 -0.62 -1.30
H 0.48 -0.84 4.88
C -3.88 -0.05 -8.25
C -2.76 2.09 1.88
H 2.06 4.12 -0.88
H -4.09 0.25 -1.44
H -5.26 0.85 1.99
H -1.78 -1.48 -7.59
H -6.17 -1.26 -0.66
H 0.56 0.55 6.92
C -0.89 -2.32 1.79
H 9.67 -1.45 1.96
H 4.65 -3.38 0.28
H 0.80 2.40 3.69
H -5.33 2.94 1.47
C -4.70 0.16 3.87
H 0.08 -3.09 3.57
C 2.80 -4.28 1.09

As for the largest force on an atom: 2.649 eV Å⁻¹. Its SMILES is C#CC[C@](CCCCl)(N(CCCC(=O)OCC)OC[C@H](C)O)[C@@](CC(=O)I)(O[C@H](CCCF)CC(=O)Br)c1cccnc1.CCN(CC)CC.CCN(CC)CC. As for the energy: -5820.7807 Eh. As for the HOMO energy: -8.18 eV. As for the spin multiplicity: 1.

***

no.,Kohn-Sham gap (eV)
1,5.809
2,9.151
3,8.253
4,8.253